(1)
Entry from OMol25: one molecule with the formula C4H6Cl2N2 at a distorted geometry (ωB97M-V with the def2-TZVPD basis set).

Properties
net charge: 0
LUMO energy: -0.004 hartree
HOMO level: -10.079 eV

Each line ends with the Mulliken charge.
Cartesian coordinates (Å):
C 0.017980 0.039954 -0.014370  1.51
Cl 1.353423 -0.767547 2.147479  -0.05
H -1.094998 -0.885422 -1.592521  0.31
N 1.030990 2.398972 0.305248  -0.44
C 0.603291 1.385530 0.096891  0.13
H -0.922193 0.371308 1.866356  0.44
H 0.696509 -0.787364 -1.893323  0.36
C -0.186404 -0.216564 -1.500845  -1.42
H -1.945190 0.708479 0.655373  0.42
C -1.204171 -0.001019 0.852623  -1.82
H -1.602394 -0.935957 1.089323  0.47
Cl 2.515534 -1.001396 -0.396405  -0.06
H -0.239423 0.651109 -2.081599  0.38
N 0.977047 -0.960084 0.465772  -0.24

Forces on atoms 1 to 2 (eV/Å):
C 0.9 1.0 -0.9
Cl 0.1 0.0 -0.1

---

(2)
Entry from OMol25: a 3-piece molecular cluster, C4H16NO2 overall at a distorted geometry (ωB97M-V with the def2-TZVPD basis set).

Properties
net charge: +2
LUMO energy (alpha / beta): -0.238 / -0.512 hartree
HOMO level (alpha / beta): -19.143 / -19.141 eV
multiplicity: 2

Each line ends with the Mulliken spin population.
Cartesian coordinates (Å):
H 0.914133 -0.831936 2.198225  0.00
H -1.088402 -3.561468 -0.607707  0.00
H 1.521546 -1.073065 -1.644988  0.00
C -0.656060 0.638602 1.852379  0.26
H -1.455935 1.309963 -0.056318  0.00
H 2.268587 -0.540737 0.311022  0.00
H -1.892635 -2.301634 -0.463670  0.00
H -0.329665 -1.283681 1.100487  0.09
H 1.370398 0.981687 0.121476  0.02
H 2.275291 1.876595 -2.355560  0.00
O -0.972943 -2.613386 -0.412697  0.02
C 1.284400 -0.102803 0.152562  0.02
N 0.760823 -0.557470 -1.196578  0.00
O 1.330748 1.842055 -2.570615  0.00
C -1.761404 1.011759 0.947016  0.03
H -2.532524 0.239860 1.008960  0.05
H 1.316925 2.522157 -3.262158  0.00
C 0.378649 -0.440758 1.342908  0.22
H -1.089368 0.440823 2.846528  0.01
H 0.112426 1.425458 2.182161  0.20
H -2.258626 1.916226 1.358233  0.07
H 0.566932 0.269369 -1.770616  0.00
H -0.063298 -1.167616 -1.081049  0.00

Forces on atoms 1 to 2 (eV/Å):
H 0.6 0.5 0.2
H 0.5 0.1 0.1

---

(3)
Entry from OMol25: a 5-piece molecular cluster, CH14N2O4 overall at a distorted geometry (ωB97M-V with the def2-TZVPD basis set).

Properties
net charge: 0
LUMO energy: 0.015 hartree
HOMO level: -9.133 eV

Each line ends with the Mulliken charge.
Cartesian coordinates (Å):
H -0.745688 0.273224 -0.458541  0.24
H -1.919742 2.371411 0.658655  0.33
O 0.447026 -1.129091 3.398501  -0.63
O -1.246545 2.271266 1.332335  -0.64
H -4.057310 1.178063 -1.604639  0.32
O 2.318851 -3.134196 1.477760  -0.63
H 0.307813 -1.236980 -1.736938  0.34
H 0.081300 1.514072 -0.892831  0.25
C 0.792546 -0.262422 -1.644167  -0.44
H 1.193427 -0.070002 -2.646429  0.30
H 2.858554 -3.815613 1.064404  0.30
H -1.150969 3.142374 1.694127  0.30
H -0.315923 -1.182464 2.786047  0.31
H -3.438015 2.223262 -2.552356  0.32
H 2.588172 0.525738 -0.910322  0.20
H 1.030141 -1.786220 3.038187  0.33
N 1.971001 -0.271536 -0.823182  -0.44
O -3.993313 2.114052 -1.794869  -0.65
H 1.850278 -0.630897 0.108193  0.13
H 1.733220 -2.745145 0.801774  0.32
N -0.304825 0.651103 -1.295709  -0.56

Forces on atoms 1 to 2 (eV/Å):
H -0.2 -0.2 -0.2
H -0.3 0.0 -0.3

---

(4)
Entry from OMol25: a 2-piece molecular cluster, C3H7I2P overall (ωB97M-V with the def2-TZVPD basis set).

Properties
net charge: 0
LUMO energy (alpha / beta): -0.061 / -0.018 hartree
HOMO level (alpha / beta): -7.973 / -8.248 eV

Each line ends with the Mulliken charge.
Cartesian coordinates (Å):
H 0.817630 -1.905198 0.299345  0.42
I -3.038302 -1.412511 0.189727  0.00
H 0.473195 1.844130 -1.826312  0.34
H 1.966097 1.335744 -1.027663  0.32
P -1.885057 -1.646058 2.318644  -0.03
C 0.371846 -0.104684 -0.895233  0.38
C 0.878451 1.331474 -0.957948  -1.24
H 0.608445 -0.651031 -1.815966  0.26
H 0.592227 1.878787 -0.060573  0.32
H -0.742795 -0.101961 -0.868961  -0.09
I -2.154942 0.576730 3.271532  0.00
H 1.250294 -0.314353 1.116074  0.36
C 0.862911 -0.831071 0.257335  -1.05

Forces on atoms 1 to 2 (eV/Å):
H 0.1 -0.2 0.0
I 0.0 -0.1 0.3

---

(5)
Entry from OMol25: a 2-piece molecular cluster, C10H16O2 overall at a distorted geometry (ωB97M-V with the def2-TZVPD basis set).

Properties
net charge: 0
LUMO energy: 0.026 hartree
HOMO level: -7.880 eV

Each line ends with the Mulliken charge.
Cartesian coordinates (Å):
H 1.309401 -3.354933 -0.380262  0.23
C -1.492363 1.474592 -0.086852  -0.65
C -0.695636 2.749633 -0.065900  -0.62
O -1.400249 -0.544991 1.269851  -0.59
C -0.810391 0.520674 0.815064  0.32
C 0.718279 2.265757 0.372590  -0.94
H -0.759265 -1.072949 1.758612  0.34
C 0.038923 -1.757292 -1.221614  0.79
C 1.173645 -2.288192 -0.786776  -0.94
H 1.130554 3.062604 0.910739  0.42
H -1.630296 -2.858503 -0.145518  0.23
H 1.309962 1.268827 2.922334  0.33
H -1.661156 1.118262 -1.094718  0.22
C -2.059499 -2.619592 -2.302007  -0.70
C 1.528303 0.543391 2.077894  -1.51
H 2.076880 -1.726983 -0.669937  0.30
H -0.668843 3.408395 -0.982492  0.29
O 0.007111 -0.782286 -2.115159  -0.46
H -1.068560 3.329442 0.827370  0.24
H -2.499134 1.696008 0.263640  0.37
C 0.406886 0.964717 1.102080  0.71
H -1.989944 -2.065946 -3.255302  0.26
H 2.461371 0.770496 1.665560  0.34
H -3.039659 -3.176346 -2.264920  0.25
H 1.336645 2.108662 -0.491968  0.29
H 0.830348 -0.492964 -2.452281  0.29
C -1.315743 -2.470297 -1.168663  -0.26
H 1.455456 -0.510572 2.343162  0.42

Forces on atoms 1 to 2 (eV/Å):
H -0.9 1.9 -0.3
C -2.2 0.3 -0.9